No. 1
A single C2H9N3S molecule at a distorted geometry. Source: the Open Molecules 2025 dataset; level of theory: ωB97M-V with the def2-TZVPD basis set.

Calculated values
LUMO: 0.70 eV
2S+1: 1
Relative energy (zero: lowest compared OMol25 entry of this formula, charge and spin): 0.032 eV
Electronic energy: -17522.234 eV
HOMO energy: -8.819 eV
HOMO-LUMO gap: 9.52 eV

Atoms and positions in Å:
C 0.081 1.374 -0.312
C 0.884 -0.718 0.581
N -2.647 -0.069 0.555
N 2.188 -0.906 0.029
N -0.098 -0.033 -0.405
S -1.697 -0.833 -0.386
H 1.106 1.738 -0.378
H -0.478 1.806 -1.110
H -0.256 1.625 0.704
H 1.083 0.033 1.435
H 0.381 -1.687 0.773
H 2.389 -0.066 -0.483
H -2.864 -0.753 1.216
H 1.891 -1.489 -0.739
H -1.963 -0.023 -1.481

Cartesian forces, eV/Å:
C -1.04 0.16 1.08
C -1.54 2.27 0.48
N -0.45 0.45 -0.24
N -0.68 -1.00 -1.03
N 2.01 -3.64 0.71
S 1.80 3.71 -1.71
H 0.23 -0.54 -0.28
H -0.58 0.95 -0.30
H -0.30 0.94 -0.33
H -1.13 -1.57 -0.54
H 0.74 0.52 0.75
H 0.57 0.75 0.07
H -0.83 -1.08 2.00
H 0.97 -0.81 -0.66
H 0.25 -1.13 -0.01

Charge distribution, natural (NBO) scheme, values in e: atom 1 (C): -0.44, atom 2 (C): -0.07, atom 3 (N): -1.10, atom 4 (N): -0.80, atom 5 (N): -0.67, atom 6 (S): 1.05, atom 7 (H): 0.20, atom 8 (H): 0.21, atom 9 (H): 0.19, atom 10 (H): 0.17, atom 11 (H): 0.18, atom 12 (H): 0.35, atom 13 (H): 0.34, atom 14 (H): 0.34, atom 15 (H): 0.05

No. 2
A gas-phase ion, C3H5N2O2 (charge -1) at a distorted geometry. Source: the Open Molecules 2025 dataset; level of theory: ωB97M-V with the def2-TZVPD basis set.

Calculated values
LUMO (spin up / spin down): 4.39 / 4.39 eV
Total charge: -1
2S+1: 1
Relative energy (zero: lowest compared OMol25 entry of this formula, charge and spin): 4.151 eV
Electronic energy: -10262.435 eV
HOMO energy (spin up / spin down): -1.981 / -1.982 eV
HOMO-LUMO gap (spin up / spin down): 6.37 / 6.37 eV

Atoms and positions in Å:
C 0.373 -0.559 0.364
C -1.048 -0.067 -0.182
C 0.904 1.722 -0.061
N 1.331 0.531 0.199
N -1.415 1.253 0.140
O 2.528 0.101 -0.096
O -0.365 2.157 0.015
H 0.213 -0.877 1.336
H 0.867 -1.293 -0.214
H -0.778 -0.381 -1.275
H -1.924 -0.822 0.050
H 1.742 2.309 -0.360

Cartesian forces, eV/Å:
C -1.47 1.86 -0.54
C 0.79 -2.06 -1.56
C -0.85 -0.15 0.33
N -2.01 -1.21 0.26
N -1.93 -1.71 0.82
O 1.41 0.30 -0.04
O 3.13 0.73 -0.82
H 0.34 -0.43 2.28
H -0.04 -1.29 -0.70
H -0.91 0.99 0.17
H 1.65 1.64 0.04
H -0.11 1.33 -0.25

Charge distribution, natural (NBO) scheme, values in e: atom 1 (C): -0.28, atom 2 (C): -0.27, atom 3 (C): 0.29, atom 4 (N): -0.01, atom 5 (N): -0.48, atom 6 (O): -0.72, atom 7 (O): -0.35, atom 8 (H): 0.18, atom 9 (H): 0.20, atom 10 (H): 0.07, atom 11 (H): 0.18, atom 12 (H): 0.17

No. 3
3 unconnected molecules or ions with the total composition C32H59FN9O2P3 at a distorted geometry. Source: the Open Molecules 2025 dataset; level of theory: ωB97M-V with the def2-TZVPD basis set.

Calculated values
LUMO: -0.64 eV
2S+1: 1
Electronic energy: -82222.030 eV
HOMO energy: -7.871 eV
HOMO-LUMO gap: 7.23 eV
SMILES: Cc1ccccc1Cc1c(F)c([PH2]=N)cc2ncc(CC(C)C)nc12.CN(C)P(=O)(N(C)C)N(C)C.CN(C)P(=O)(N(C)C)N(C)C

Atoms and positions in Å:
C 6.318 -0.361 3.150
C 5.633 -0.804 1.816
C 6.345 -1.644 0.814
C 5.665 -2.070 -0.430
C 4.285 -1.652 -0.744
C 3.578 -0.827 0.247
C 4.229 -0.418 1.525
C 3.337 0.432 2.514
C 2.980 1.783 1.762
C 4.131 2.604 1.372
F 5.430 2.261 1.636
C 3.866 3.904 0.678
P 5.264 5.056 0.160
N 6.156 5.257 1.478
C 2.498 4.303 0.384
C 1.294 3.483 0.786
N 0.041 3.997 0.458
C -0.920 3.153 0.921
C -0.701 1.868 1.666
C -1.957 1.065 2.153
C -1.627 -0.289 2.885
C -0.847 -0.107 4.262
C -3.054 -0.937 3.277
N 0.537 1.372 1.933
C 1.557 2.208 1.482
H 5.861 0.558 3.604
H 7.413 -0.144 2.973
H 6.232 -1.171 3.939
H 7.399 -1.923 1.064
H 6.209 -2.709 -1.165
H 3.844 -1.986 -1.715
H 2.521 -0.528 -0.010
H 2.391 -0.139 2.703
H 3.853 0.630 3.494
H 4.759 6.318 -0.297
H 6.021 4.494 -0.913
H 6.152 6.249 1.730
H 2.322 5.265 -0.165
H -1.989 3.453 0.726
H -2.611 0.890 1.256
H -2.483 1.725 2.912
H -1.144 -1.057 2.208
H 0.248 -0.307 4.069
H -1.012 0.916 4.695
H -1.161 -0.858 5.043
H -3.744 -0.048 3.446
H -3.027 -1.491 4.249
H -3.511 -1.513 2.426
C 3.694 1.580 -4.437
N 5.035 1.054 -4.555
C 5.836 1.228 -3.349
P 5.572 -0.130 -5.675
O 5.485 -1.296 -4.693
N 4.292 -0.689 -6.683
C 3.120 0.064 -7.094
C 3.946 -2.106 -6.610
N 5.810 1.158 -6.869
C 6.556 0.627 -8.038
C 6.511 2.387 -6.466
H 3.362 2.035 -5.373
H 3.637 2.396 -3.712
H 2.975 0.808 -4.130
H 6.806 1.674 -3.607
H 6.031 0.279 -2.840
H 5.373 1.890 -2.616
H 2.346 0.067 -6.320
H 2.677 -0.378 -7.993
H 3.352 1.091 -7.373
H 3.337 -2.328 -5.726
H 4.842 -2.726 -6.580
H 3.389 -2.424 -7.496
H 7.577 0.346 -7.760
H 6.602 1.366 -8.842
H 6.070 -0.255 -8.455
H 7.476 2.169 -6.000
H 5.916 2.990 -5.781
H 6.688 3.030 -7.332
C -10.305 -2.640 4.633
N -9.600 -1.532 4.027
C -10.015 -0.231 4.536
P -8.080 -1.603 3.233
O -7.274 -1.115 4.434
N -7.420 -3.193 3.247
C -8.163 -4.441 3.270
C -6.143 -3.387 3.929
N -8.920 -2.077 1.745
C -7.978 -2.024 0.598
C -10.112 -1.325 1.325
H -10.504 -3.429 3.905
H -11.298 -2.349 4.985
H -9.756 -3.060 5.487
H -10.238 0.445 3.700
H -9.239 0.241 5.148
H -10.917 -0.278 5.148
H -8.492 -4.700 4.281
H -7.538 -5.266 2.911
H -9.025 -4.434 2.604
H -6.272 -3.437 5.017
H -5.451 -2.578 3.697
H -5.650 -4.307 3.602
H -7.662 -0.995 0.395
H -8.436 -2.435 -0.304
H -7.082 -2.616 0.789
H -9.918 -0.249 1.281
H -10.961 -1.504 1.984
H -10.445 -1.652 0.337

Cartesian forces, eV/Å:
C 0.13 -0.32 -0.15
C -1.44 -0.51 -1.74
C -2.52 0.91 -0.14
C -0.63 1.27 1.50
C 1.59 0.65 2.53
C 2.00 -0.90 -0.01
C 0.60 -1.19 -1.32
C -0.03 0.13 -1.27
C 1.73 1.00 0.03
C -3.20 0.85 -0.34
F -1.98 0.27 -0.32
C -2.10 -0.59 -0.98
P 0.86 -0.18 2.97
N -0.56 0.51 -1.18
C 0.84 -1.64 0.89
C 2.63 0.59 -0.26
N -0.38 -3.52 2.04
C 0.34 0.14 -0.04
C 0.89 0.10 -0.20
C 1.21 0.28 0.15
C -1.50 -1.00 0.99
C 0.65 -0.38 -0.63
C -0.21 1.58 -0.41
N -1.37 2.54 -1.42
C 1.38 0.51 -0.08
H 0.46 -0.85 -0.69
H -1.21 -0.31 0.20
H 0.17 0.79 -0.97
H -1.11 0.14 -0.53
H -0.47 0.67 0.75
H 0.28 0.49 1.09
H 1.26 -0.19 0.62
H 0.86 0.63 -0.08
H -0.58 -0.12 -1.11
H -0.37 -0.93 -0.38
H -0.81 -0.01 0.05
H 0.18 -0.42 0.04
H 0.07 -1.10 0.64
H 1.28 -0.35 0.23
H 0.39 0.17 0.93
H 0.34 -0.70 -1.01
H -0.08 1.20 0.73
H -1.10 0.65 0.41
H 0.31 -0.89 -0.47
H 0.13 0.74 -0.97
H 0.53 -1.16 -0.01
H 0.03 0.16 -1.16
H 0.52 0.30 0.94
C -0.24 -0.18 -0.56
N 0.32 1.48 1.09
C 0.53 -0.54 -0.07
P -7.84 1.19 1.33
O 3.87 -0.28 -1.12
N -0.03 -0.58 -0.48
C 0.12 0.40 -0.60
C 0.26 -0.20 0.24
N 3.23 -1.27 -0.09
C -0.15 -0.16 -0.59
C -0.09 0.46 0.39
H -0.11 -0.19 -0.09
H 0.29 -0.19 0.13
H -0.15 0.13 -0.05
H 0.10 -0.02 0.13
H 0.00 0.02 0.02
H -0.20 0.01 -0.26
H -0.03 0.00 0.02
H 0.09 -0.15 0.08
H 0.13 -0.02 0.24
H 0.03 -0.11 0.00
H -0.11 0.08 0.20
H -0.04 0.32 -0.03
H 0.06 0.18 -0.16
H -0.01 0.07 0.18
H -0.11 0.03 0.23
H 0.05 0.18 -0.05
H -0.04 -0.35 0.13
H 0.03 -0.34 -0.17
C 0.30 -0.50 -0.26
N -1.67 0.82 0.23
C 0.58 0.37 -0.15
P -2.49 -6.10 4.63
O 1.08 2.77 -2.79
N 0.68 -0.24 -0.20
C -0.19 -0.23 -0.67
C 0.17 0.37 0.16
N 1.64 2.78 -1.30
C 0.31 -0.43 -0.34
C -0.56 0.10 0.21
H 0.19 -0.12 0.05
H 0.18 0.31 0.00
H -0.12 -0.16 -0.01
H -0.01 0.14 0.06
H 0.00 0.01 -0.01
H 0.04 -0.29 -0.14
H 0.00 -0.01 0.03
H 0.13 0.12 0.06
H -0.03 0.24 0.13
H 0.11 0.03 0.02
H -0.15 0.01 0.19
H -0.31 -0.07 -0.12
H -0.12 -0.04 -0.22
H -0.12 0.08 0.13
H -0.11 0.02 0.23
H -0.14 0.00 -0.12
H 0.29 0.05 0.23
H 0.37 -0.04 -0.04

Results of the Mulliken charge analysis, in e, for atoms 1 through 99: atom 1 (C): -1.49, atom 2 (C): 0.96, atom 3 (C): -0.58, atom 4 (C): -0.52, atom 5 (C): -0.70, atom 6 (C): -0.33, atom 7 (C): 0.23, atom 8 (C): -0.44, atom 9 (C): 0.39, atom 10 (C): 0.41, atom 11 (F): -0.34, atom 12 (C): 0.51, atom 13 (P): 0.39, atom 14 (N): -0.69, atom 15 (C): -0.75, atom 16 (C): 0.25, atom 17 (N): -0.63, atom 18 (C): -0.68, atom 19 (C): 0.40, atom 20 (C): -0.95, atom 21 (C): 0.77, atom 22 (C): -1.05, atom 23 (C): -1.32, atom 24 (N): -0.04, atom 25 (C): -0.08, atom 26 (H): 0.26, atom 27 (H): 0.38, atom 28 (H): 0.32, atom 29 (H): 0.34, atom 30 (H): 0.36, atom 31 (H): 0.40, atom 32 (H): 0.29, atom 33 (H): 0.00, atom 34 (H): 0.30, atom 35 (H): 0.08, atom 36 (H): 0.04, atom 37 (H): 0.20, atom 38 (H): 0.27, atom 39 (H): 0.35, atom 40 (H): 0.38, atom 41 (H): 0.35, atom 42 (H): 0.29, atom 43 (H): 0.05, atom 44 (H): 0.28, atom 45 (H): 0.43, atom 46 (H): 0.29, atom 47 (H): 0.27, atom 48 (H): 0.29, atom 49 (C): -1.06, atom 50 (N): 0.35, atom 51 (C): -1.04, atom 52 (P): 0.90, atom 53 (O): -0.83, atom 54 (N): 0.14, atom 55 (C): -1.09, atom 56 (C): -0.99, atom 57 (N): -0.06, atom 58 (C): -1.15, atom 59 (C): -0.97, atom 60 (H): 0.31, atom 61 (H): 0.42, atom 62 (H): 0.23, atom 63 (H): 0.27, atom 64 (H): 0.28, atom 65 (H): 0.31, atom 66 (H): 0.32, atom 67 (H): 0.40, atom 68 (H): 0.29, atom 69 (H): 0.28, atom 70 (H): 0.31, atom 71 (H): 0.32, atom 72 (H): 0.36, atom 73 (H): 0.40, atom 74 (H): 0.33, atom 75 (H): 0.34, atom 76 (H): 0.25, atom 77 (H): 0.37, atom 78 (C): -1.01, atom 79 (N): 0.18, atom 80 (C): -1.03, atom 81 (P): 0.93, atom 82 (O): -0.85, atom 83 (N): 0.21, atom 84 (C): -1.11, atom 85 (C): -0.86, atom 86 (N): -0.05, atom 87 (C): -1.13, atom 88 (C): -0.98, atom 89 (H): 0.30, atom 90 (H): 0.40, atom 91 (H): 0.26, atom 92 (H): 0.28, atom 93 (H): 0.28, atom 94 (H): 0.34, atom 95 (H): 0.33, atom 96 (H): 0.39, atom 97 (H): 0.30, atom 98 (H): 0.30, atom 99 (H): 0.12

No. 4
A gas-phase ion, C4H8N3 (charge +1) at a distorted geometry. Source: the Open Molecules 2025 dataset; level of theory: ωB97M-V with the def2-TZVPD basis set.

Calculated values
LUMO: -4.76 eV
Total charge: +1
2S+1: 1
Relative energy (zero: lowest compared OMol25 entry of this formula, charge and spin): 3.372 eV
Electronic energy: -8739.410 eV
HOMO energy: -15.418 eV
HOMO-LUMO gap: 10.66 eV
SMILES: [H]/N=C/C1=NCC[NH2+]1

Atoms and positions in Å:
H 1.641 -0.552 2.951
N 1.169 -0.312 2.095
C 1.722 0.311 1.109
C 0.819 0.305 0.030
N 0.859 0.036 -1.167
C -0.379 -0.129 -1.801
C -1.326 -0.256 -0.651
N -0.670 0.311 0.528
H 2.670 0.635 0.961
H -0.488 -1.046 -2.445
H -0.598 0.684 -2.446
H -2.359 0.159 -0.794
H -1.504 -1.250 -0.416
H -1.040 1.276 0.636
H -0.516 -0.171 1.410

Cartesian forces, eV/Å:
H 0.88 0.31 0.12
N 0.34 0.90 -0.87
C -1.94 -2.50 3.28
C -3.21 0.41 -1.65
N 2.97 0.12 -0.79
C -1.18 -1.47 -0.76
C -3.04 0.51 0.53
N 0.50 2.31 -1.46
H 3.08 0.93 -0.02
H 0.70 0.83 0.62
H -0.01 1.01 -0.61
H 1.12 0.02 0.10
H -0.18 -2.13 0.24
H 0.68 -0.63 0.55
H -0.72 -0.62 0.73

Charge distribution, natural (NBO) scheme, values in e: atom 1 (H): 0.40, atom 2 (N): -0.58, atom 3 (C): 0.09, atom 4 (C): 0.36, atom 5 (N): -0.28, atom 6 (C): -0.27, atom 7 (C): -0.26, atom 8 (N): -0.58, atom 9 (H): 0.23, atom 10 (H): 0.26, atom 11 (H): 0.24, atom 12 (H): 0.25, atom 13 (H): 0.23, atom 14 (H): 0.44, atom 15 (H): 0.48

No. 5
2 unconnected molecules or ions with the total composition C5H3N3O2 at a distorted geometry. Source: the Open Molecules 2025 dataset; level of theory: ωB97M-V with the def2-TZVPD basis set.

Calculated values
LUMO (spin up / spin down): -2.43 / -2.43 eV
2S+1: 1
Relative energy (zero: lowest compared OMol25 entry of this formula, charge and spin): 4.589 eV
Electronic energy: -13793.901 eV
HOMO energy (spin up / spin down): -9.326 / -9.326 eV
HOMO-LUMO gap (spin up / spin down): 6.90 / 6.90 eV

Atoms and positions in Å:
C -0.556 -0.582 1.566
C -0.946 1.233 -1.985
C -2.114 1.100 -1.361
C 0.445 -0.026 -0.587
C 2.360 -1.221 1.874
N -0.794 -0.926 2.620
N 0.229 0.654 -1.725
N -0.417 -0.048 0.415
O 2.030 -2.174 1.321
O 2.634 -0.277 2.443
H -1.061 1.573 -2.970
H -3.101 1.364 -0.957
H 1.291 -0.670 -0.654

Cartesian forces, eV/Å:
C 0.65 0.18 -0.99
C -1.10 -1.80 2.34
C 0.54 -0.05 0.71
C -2.51 0.53 0.20
C -0.68 -1.12 -0.22
N -0.53 -1.18 2.89
N 1.59 -0.36 0.21
N -0.30 2.00 -4.09
O -0.07 -1.05 -0.81
O 0.86 2.12 1.11
H -0.25 1.09 -1.59
H 0.94 -0.09 -0.12
H 0.84 -0.28 0.38

Charge distribution, natural (NBO) scheme, values in e: atom 1 (C): 0.40, atom 2 (C): -0.10, atom 3 (C): 0.15, atom 4 (C): 0.34, atom 5 (C): 1.02, atom 6 (N): -0.38, atom 7 (N): -0.54, atom 8 (N): -0.59, atom 9 (O): -0.53, atom 10 (O): -0.50, atom 11 (H): 0.27, atom 12 (H): 0.24, atom 13 (H): 0.20

No. 6
A molecular structure, C3H11AlKNO. Source: the Open Molecules 2025 dataset; level of theory: ωB97M-V with the def2-TZVPD basis set.

Calculated values
LUMO: -0.97 eV
2S+1: 1
Electronic energy: -29748.626 eV
HOMO energy: -7.450 eV
HOMO-LUMO gap: 6.48 eV

Atoms and positions in Å:
C -0.823 -2.632 1.620
C -0.016 -1.428 1.170
O -0.895 -0.386 0.835
C -0.164 0.823 0.506
Al 0.738 0.769 -1.287
N 0.048 2.303 -2.234
H -1.670 -2.292 2.223
H -0.212 -3.298 2.239
H -1.217 -3.223 0.789
H 0.667 -1.092 1.969
H 0.618 -1.687 0.305
H 0.523 1.021 1.353
H -0.929 1.610 0.592
H 2.350 1.186 -1.165
H 0.475 -0.545 -2.171
H -0.773 2.680 -1.765
H -0.292 2.050 -3.156
K 1.572 4.141 -1.819

Cartesian forces, eV/Å:
C -0.02 -0.17 0.17
C 0.04 -0.09 -0.13
O 0.10 0.08 0.02
C -0.18 -0.18 0.51
Al 0.17 0.20 -0.23
N -0.70 -0.25 -0.26
H 0.10 -0.03 -0.01
H -0.05 0.08 -0.11
H 0.05 0.20 0.00
H -0.12 -0.05 0.00
H -0.02 0.03 0.07
H 0.00 0.03 -0.13
H 0.10 0.03 -0.19
H -0.11 0.13 0.03
H 0.08 -0.02 0.05
H -0.20 -0.22 0.00
H 0.00 -0.07 -0.02
K 0.78 0.30 0.22

Charge distribution, Mulliken scheme, values in e: atom 1 (C): -1.19, atom 2 (C): -0.13, atom 3 (O): -0.40, atom 4 (C): -0.51, atom 5 (Al): 0.25, atom 6 (N): -0.74, atom 7 (H): 0.30, atom 8 (H): 0.35, atom 9 (H): 0.28, atom 10 (H): 0.27, atom 11 (H): 0.19, atom 12 (H): 0.34, atom 13 (H): 0.25, atom 14 (H): -0.29, atom 15 (H): -0.26, atom 16 (H): 0.26, atom 17 (H): 0.17, atom 18 (K): 0.85

Number 2 is which compound? C3H5N2O2

Among the records above, which one has the lowest electronic energy? C32H59FN9O2P3